[1]
ORCA calculation (wB97M-V/def2-TZVPD) on a molecular structure, C42H42O2P2Re at a distorted geometry.

Element x y z (Å)
1 Re 0.003 0.271 -1.512
2 C -1.963 0.121 -0.546
3 C -2.054 -0.191 -1.958
4 C -2.711 0.796 -2.937
5 C -1.767 1.919 -3.397
6 C -0.404 1.901 -2.708
7 C -0.336 2.330 -1.323
8 C -1.619 2.659 -0.561
9 C -2.331 1.436 0.068
10 C 1.856 -0.391 -2.185
11 H -2.082 -0.735 0.125
12 H -2.351 -1.230 -2.166
13 H -3.655 1.189 -2.507
14 H -3.018 0.218 -3.830
15 H -1.570 1.801 -4.470
16 H -2.248 2.908 -3.317
17 H 0.431 2.086 -3.397
18 H 0.529 2.912 -0.974
19 H -2.321 3.220 -1.198
20 H -1.340 3.343 0.258
21 H -2.025 1.368 1.133
22 H -3.436 1.567 0.060
23 H 1.874 -1.478 -1.953
24 H 2.714 0.056 -1.637
25 H 1.948 -0.241 -3.282
26 P -0.107 -1.587 -8.014
27 P 1.378 0.459 -8.055
28 C -1.124 -0.151 -8.436
29 C -0.287 0.889 -8.682
30 C -0.411 -2.686 -9.476
31 C -1.424 -2.449 -10.424
32 C -1.902 -3.503 -11.212
33 C -1.308 -4.770 -11.126
34 C -0.130 -4.929 -10.377
35 C 0.355 -3.869 -9.601
36 C -1.023 -2.349 -6.626
37 C -0.654 -2.004 -5.304
38 C -1.375 -2.532 -4.227
39 C -2.491 -3.362 -4.465
40 C -2.779 -3.795 -5.767
41 C -2.072 -3.256 -6.852
42 C 2.286 0.749 -9.673
43 C 2.121 -0.125 -10.768
44 C 2.537 0.252 -12.051
45 C 3.169 1.483 -12.258
46 C 3.436 2.304 -11.158
47 C 3.027 1.923 -9.877
48 C 1.751 1.970 -7.090
49 C 3.037 2.076 -6.523
50 C 3.436 3.282 -5.941
51 C 2.559 4.378 -5.925
52 C 1.277 4.264 -6.469
53 C 0.857 3.045 -7.014
54 H -2.204 -0.217 -8.552
55 H -0.492 1.836 -9.190
56 H -1.862 -1.453 -10.516
57 H -2.755 -3.350 -11.878
58 H -1.749 -5.625 -11.647
59 H 0.397 -5.888 -10.379
60 H 1.305 -3.954 -9.063
61 H 0.200 -1.334 -5.137
62 H -1.051 -2.306 -3.200
63 H -3.129 -3.664 -3.631
64 H -3.553 -4.548 -5.950
65 H -2.324 -3.553 -7.877
66 H 1.626 -1.090 -10.630
67 H 2.347 -0.396 -12.907
68 H 3.444 1.807 -13.262
69 H 3.932 3.268 -11.297
70 H 3.244 2.583 -9.039
71 H 3.710 1.218 -6.593
72 H 4.438 3.366 -5.519
73 H 2.873 5.321 -5.479
74 H 0.590 5.112 -6.485
75 H -0.147 2.942 -7.424
76 O 1.019 0.397 0.267
77 C 0.731 -0.745 0.857
78 O 0.081 -1.626 0.233
79 C 1.078 -0.836 2.313
80 C 0.877 -2.011 3.049
81 C 0.824 -1.936 4.442
82 C 0.983 -0.706 5.092
83 C 1.290 0.432 4.342
84 C 1.373 0.361 2.953
85 H 0.771 -2.952 2.516
86 H 0.681 -2.835 5.042
87 H 0.938 -0.634 6.179
88 H 1.510 1.382 4.819
89 H 1.625 1.215 2.326

Results
- Lowest unoccupied orbital energy (spin up / spin down): -7.18 / -7.98 eV
- HOMO energy (spin up / spin down): -12.505 / -13.496 eV
- Energy above the lowest of the compared OMol25 structures with the same formula, charge and spin: 0.000 eV
- 2S+1: 4
- Gap between HOMO and LUMO (spin up / spin down): 5.3 / 5.5 eV
- Net charge: +2

Atomic partial charges in e from the Mulliken method, atoms 1 to 6:
1. Re 0.86
2. C -0.59
3. C -0.11
4. C -0.86
5. C -0.97
6. C 0.12


[2]
ORCA calculation (wB97M-V/def2-TZVPD) on a molecular structure, C42H42O3P2Pd at a distorted geometry.

Element x y z (Å)
1 Pd -0.502 -0.378 -0.965
2 C -1.194 -2.812 -5.221
3 C 0.077 -2.423 -5.356
4 C 0.562 -1.676 -6.565
5 C -0.417 -0.647 -7.152
6 C -1.339 0.115 -6.237
7 C -2.541 -0.293 -5.810
8 C -3.185 -1.550 -6.282
9 C -2.214 -2.757 -6.322
10 C -0.813 1.208 0.421
11 H -1.547 -3.345 -4.335
12 H 0.854 -2.821 -4.696
13 H 0.781 -2.409 -7.363
14 H 1.525 -1.194 -6.358
15 H 0.191 0.116 -7.672
16 H -0.995 -1.141 -7.949
17 H -1.048 1.160 -6.106
18 H -3.247 0.377 -5.329
19 H -3.599 -1.405 -7.304
20 H -4.048 -1.792 -5.643
21 H -2.828 -3.674 -6.270
22 H -1.739 -2.767 -7.321
23 H -1.312 0.658 1.239
24 H -1.387 2.103 0.127
25 H 0.236 1.455 0.670
26 P 0.865 -1.459 -2.378
27 P -1.087 1.383 -2.239
28 C 0.698 -0.230 -3.683
29 C -0.175 0.831 -3.661
30 C 2.628 -1.796 -2.222
31 C 3.397 -1.984 -3.385
32 C 4.757 -2.270 -3.272
33 C 5.368 -2.359 -2.018
34 C 4.599 -2.192 -0.864
35 C 3.238 -1.917 -0.959
36 C -0.019 -3.082 -2.289
37 C -1.414 -3.118 -2.045
38 C -2.076 -4.332 -1.846
39 C -1.371 -5.537 -1.890
40 C 0.007 -5.507 -2.111
41 C 0.684 -4.300 -2.297
42 C -0.570 3.103 -2.046
43 C 0.761 3.372 -1.675
44 C 1.200 4.697 -1.596
45 C 0.323 5.752 -1.879
46 C -1.011 5.478 -2.202
47 C -1.467 4.160 -2.293
48 C -2.898 1.294 -2.200
49 C -3.584 0.940 -1.021
50 C -4.975 0.806 -1.034
51 C -5.687 0.987 -2.222
52 C -5.005 1.318 -3.400
53 C -3.625 1.548 -3.367
54 H 1.446 -0.288 -4.483
55 H -0.202 1.535 -4.490
56 H 2.932 -1.901 -4.366
57 H 5.339 -2.422 -4.177
58 H 6.440 -2.546 -1.944
59 H 5.061 -2.274 0.118
60 H 2.651 -1.766 -0.056
61 H -1.989 -2.181 -1.994
62 H -3.143 -4.334 -1.641
63 H -1.888 -6.486 -1.731
64 H 0.569 -6.438 -2.120
65 H 1.771 -4.295 -2.414
66 H 1.444 2.551 -1.440
67 H 2.234 4.908 -1.321
68 H 0.676 6.787 -1.840
69 H -1.705 6.298 -2.391
70 H -2.507 3.950 -2.550
71 H -3.030 0.748 -0.107
72 H -5.496 0.545 -0.111
73 H -6.774 0.852 -2.234
74 H -5.551 1.401 -4.342
75 H -3.079 1.886 -4.254
76 O -0.323 -2.459 3.336
77 C 0.668 -1.798 3.940
78 C 0.873 -1.959 5.328
79 C 1.876 -1.245 5.964
80 C 2.702 -0.362 5.249
81 C 2.501 -0.191 3.877
82 C 1.505 -0.900 3.207
83 C 1.287 -0.679 1.730
84 O 2.029 0.111 1.116
85 O 0.290 -1.344 1.201
86 H -0.265 -2.136 2.349
87 H 0.223 -2.639 5.864
88 H 2.019 -1.364 7.040
89 H 3.497 0.194 5.754
90 H 3.097 0.507 3.287

Results
- Lowest unoccupied orbital energy (spin up / spin down): -0.25 / -1.86 eV
- HOMO energy (spin up / spin down): -5.388 / -7.306 eV
- 2S+1: 3
- Gap between HOMO and LUMO (spin up / spin down): 5.1 / 5.4 eV

Atomic partial charges in e from the Mulliken method, atoms 1 to 6:
1. Pd -0.30
2. C 0.17
3. C -0.66
4. C -1.27
5. C -1.34
6. C 0.40


[3]
ORCA calculation (wB97M-V/def2-TZVPD) on a molecular structure, C42H43AsN3O3PtSb2 at a distorted geometry.

Element x y z (Å)
1 Pt -1.201 0.534 0.811
2 O -2.052 4.042 2.842
3 C -1.989 3.164 2.029
4 N -1.968 1.796 2.266
5 C -2.241 1.311 3.537
6 O -2.646 1.930 4.480
7 C -1.924 -0.151 3.647
8 C -2.348 -0.883 4.741
9 C -1.954 -2.210 4.837
10 C -1.150 -2.749 3.841
11 C -0.782 -1.953 2.771
12 N -1.164 -0.674 2.683
13 C -1.853 3.470 0.567
14 C -2.274 4.688 0.063
15 C -2.146 4.915 -1.300
16 C -1.584 3.927 -2.099
17 C -1.168 2.747 -1.511
18 N -1.312 2.527 -0.200
19 H -2.965 -0.401 5.487
20 H -2.257 -2.812 5.683
21 H -0.808 -3.772 3.889
22 H -0.155 -2.337 1.977
23 H -2.692 5.425 0.735
24 H -2.492 5.846 -1.728
25 H -1.473 4.073 -3.164
26 H -0.722 1.951 -2.094
27 C 2.823 0.795 4.180
28 Sb 1.876 2.461 3.184
29 C 1.803 3.814 4.857
30 C 3.749 3.301 2.183
31 C 4.592 2.301 1.578
32 C 5.686 1.851 2.335
33 C 6.625 0.994 1.817
34 C 6.477 0.471 0.512
35 C 5.419 0.852 -0.254
36 C 4.452 1.788 0.213
37 C 3.454 2.174 -0.709
38 Sb 1.649 0.562 -0.774
39 C 2.765 -1.282 -0.823
40 C 1.597 0.729 -2.924
41 H 3.141 0.042 3.460
42 H 2.136 0.355 4.900
43 H 3.696 1.176 4.711
44 H 2.807 3.935 5.263
45 H 1.146 3.399 5.621
46 H 1.409 4.777 4.541
47 H 4.228 3.728 3.063
48 H 3.399 4.083 1.518
49 H 5.819 2.239 3.336
50 H 7.493 0.732 2.408
51 H 7.207 -0.225 0.122
52 H 5.331 0.473 -1.264
53 H 3.740 2.025 -1.749
54 H 2.947 3.117 -0.541
55 H 3.747 -1.077 -1.245
56 H 2.229 -1.967 -1.477
57 H 2.880 -1.714 0.168
58 H 2.460 0.198 -3.326
59 H 1.627 1.772 -3.234
60 H 0.687 0.259 -3.291
61 O -0.522 -0.627 -0.911
62 As -1.501 -1.660 -1.882
63 C -0.894 -3.453 -1.594
64 C -1.500 -4.479 -2.315
65 C -1.139 -5.792 -2.055
66 C -0.206 -6.072 -1.065
67 C 0.383 -5.046 -0.339
68 C 0.046 -3.729 -0.609
69 C -3.314 -1.531 -1.281
70 C -3.577 -1.569 0.087
71 C -4.885 -1.661 0.532
72 C -5.925 -1.715 -0.388
73 C -5.663 -1.663 -1.750
74 C -4.355 -1.581 -2.203
75 C -1.402 -1.140 -3.723
76 C -0.756 -1.935 -4.664
77 C -0.734 -1.528 -5.990
78 C -1.341 -0.336 -6.363
79 C -1.994 0.450 -5.420
80 C -2.028 0.050 -4.095
81 H -2.248 -4.250 -3.066
82 H -1.593 -6.595 -2.619
83 H 0.059 -7.100 -0.856
84 H 1.099 -5.273 0.440
85 H 0.508 -2.909 -0.070
86 H -2.753 -1.587 0.792
87 H -5.096 -1.721 1.592
88 H -6.945 -1.811 -0.041
89 H -6.477 -1.702 -2.461
90 H -4.144 -1.566 -3.266
91 H -0.284 -2.863 -4.365
92 H -0.254 -2.147 -6.736
93 H -1.299 -0.011 -7.394
94 H -2.489 1.363 -5.722
95 H -2.551 0.641 -3.349

Results
- Lowest unoccupied orbital energy (spin up / spin down): -11.15 / -11.16 eV
- HOMO energy (spin up / spin down): -15.625 / -15.610 eV
- Energy above the lowest of the compared OMol25 structures with the same formula, charge and spin: 3.318 eV
- Gap between HOMO and LUMO (spin up / spin down): 4.5 / 4.4 eV
- Net charge: +3

Atomic partial charges in e from the Mulliken method, atoms 1 to 6:
1. Pt 1.41
2. O -0.53
3. C -0.01
4. N 0.12
5. C 0.19
6. O -0.55


[4]
ORCA calculation (wB97M-V/def2-TZVPD) on a molecular structure, C42H43N3O2P2STi at a distorted geometry.

Element x y z (Å)
1 Ti -0.459 -0.838 0.454
2 O 0.917 1.857 -1.360
3 C 1.886 2.576 -0.708
4 C 2.240 3.897 -0.920
5 C 3.286 4.438 -0.188
6 C 3.973 3.677 0.743
7 C 3.566 2.382 1.012
8 C 2.504 1.841 0.304
9 P 1.860 0.156 0.572
10 C 2.912 -0.708 -0.633
11 C 2.298 -0.996 -1.852
12 C 3.047 -1.503 -2.899
13 C 4.400 -1.748 -2.723
14 C 5.014 -1.451 -1.516
15 C 4.280 -0.912 -0.473
16 C 2.422 -0.104 2.287
17 C 3.292 -1.071 2.777
18 C 3.542 -1.141 4.141
19 C 2.921 -0.267 5.016
20 C 2.052 0.701 4.530
21 C 1.797 0.777 3.176
22 C 0.234 2.364 -2.446
23 C 0.774 3.093 -3.491
24 C -0.078 3.576 -4.474
25 C -1.438 3.311 -4.426
26 C -1.958 2.488 -3.440
27 C -1.118 2.005 -2.446
28 P -1.566 0.829 -1.123
29 C -3.215 0.276 -1.677
30 C -4.409 0.482 -0.996
31 C -5.578 -0.087 -1.477
32 C -5.563 -0.869 -2.621
33 C -4.376 -1.066 -3.308
34 C -3.207 -0.505 -2.835
35 C -1.803 1.919 0.337
36 C -1.487 3.274 0.355
37 C -1.516 3.979 1.549
38 C -1.855 3.344 2.732
39 C -2.200 2.001 2.720
40 C -2.160 1.287 1.534
41 H 1.709 4.502 -1.638
42 H 3.564 5.467 -0.355
43 H 4.815 4.090 1.274
44 H 4.063 1.793 1.767
45 H 1.237 -0.776 -1.976
46 H 2.581 -1.695 -3.855
47 H 4.986 -2.150 -3.534
48 H 6.073 -1.617 -1.393
49 H 4.770 -0.633 0.449
50 H 3.780 -1.763 2.107
51 H 4.228 -1.885 4.516
52 H 3.112 -0.335 6.076
53 H 1.578 1.394 5.210
54 H 1.114 1.530 2.784
55 H 1.837 3.268 -3.553
56 H 0.330 4.160 -5.285
57 H -2.092 3.728 -5.176
58 H -3.008 2.233 -3.437
59 H -4.425 1.091 -0.102
60 H -6.511 0.073 -0.957
61 H -6.471 -1.331 -2.979
62 H -4.362 -1.668 -4.203
63 H -2.278 -0.650 -3.377
64 H -1.230 3.784 -0.563
65 H -1.274 5.032 1.552
66 H -1.872 3.892 3.662
67 H -2.505 1.508 3.633
68 H -2.486 0.245 1.512
69 C 0.095 -3.709 -2.629
70 C -0.702 -2.994 -1.539
71 O 0.067 -2.687 -0.365
72 C 0.321 -3.863 0.418
73 C 1.526 -3.654 1.319
74 H -0.397 -3.557 -3.586
75 H 0.162 -4.781 -2.462
76 H 1.103 -3.306 -2.692
77 H -1.574 -3.602 -1.256
78 H -1.066 -2.023 -1.909
79 H 0.519 -4.700 -0.260
80 H -0.587 -4.094 1.003
81 H 2.384 -3.340 0.723
82 H 1.769 -4.591 1.815
83 H 1.316 -2.897 2.076
84 N -3.028 -3.167 3.093
85 C -3.552 -2.313 2.211
86 N -4.645 -1.627 2.550
87 S -2.864 -2.129 0.678
88 H -3.503 -3.409 3.949
89 H -2.216 -3.705 2.834
90 H -5.162 -1.834 3.392
91 H -5.085 -1.025 1.872
92 N -0.621 -1.181 3.525
93 C -0.340 -1.198 2.374
94 H -0.421 -1.168 4.503

Results
- Lowest unoccupied orbital energy (spin up / spin down): -5.19 / -5.38 eV
- HOMO energy (spin up / spin down): -12.760 / -13.041 eV
- Energy above the lowest of the compared OMol25 structures with the same formula, charge and spin: 1.529 eV
- 2S+1: 3
- Gap between HOMO and LUMO (spin up / spin down): 7.6 / 7.7 eV
- Net charge: +2

Atomic partial charges in e from the Mulliken method, atoms 1 to 6:
1. Ti -0.64
2. O 0.72
3. C 0.63
4. C -1.09
5. C -0.95
6. C -0.96


[5]
ORCA calculation (wB97M-V/def2-TZVPD) on 2 unconnected molecules or ions with the total composition C42H44BN3O7 at a distorted geometry.

Element x y z (Å)
1 C 1.385 -4.720 1.361
2 C 0.677 -3.576 1.922
3 C -0.606 -3.372 2.456
4 C -0.683 -2.067 2.843
5 C 0.608 -1.313 2.557
6 B -1.896 -0.145 -1.734
7 C -3.075 -0.365 -0.714
8 C -4.417 -0.214 -0.733
9 C -4.968 -0.714 0.474
10 C -3.926 -1.117 1.256
11 C -3.968 -1.734 2.569
12 O -2.750 -0.919 0.576
13 C 1.285 -0.969 3.840
14 C 2.626 -0.833 4.161
15 C 2.667 -0.350 5.492
16 C 1.364 -0.197 5.941
17 C 0.697 0.303 7.076
18 O 0.553 -0.611 4.925
19 C -0.949 -1.476 -1.690
20 C 0.315 -1.982 -1.304
21 C 0.332 -3.347 -1.648
22 C -0.889 -3.650 -2.147
23 C -1.419 -4.836 -2.822
24 O -1.681 -2.554 -2.207
25 O 1.359 -2.395 1.877
26 H 0.931 -5.653 1.674
27 H 1.298 -4.671 0.268
28 H 2.466 -4.768 1.617
29 H -1.346 -4.158 2.490
30 H -1.586 -1.567 3.250
31 H -5.006 0.182 -1.576
32 H -6.030 -0.808 0.712
33 H -5.011 -1.891 2.866
34 H -3.427 -2.671 2.585
35 H -3.532 -1.117 3.354
36 H 3.450 -1.002 3.497
37 H 3.556 -0.119 6.068
38 H 0.418 -0.449 7.825
39 H 1.290 1.034 7.634
40 H -0.239 0.792 6.780
41 H 1.151 -1.413 -0.922
42 H 1.207 -4.029 -1.551
43 H -1.202 -4.779 -3.896
44 H -0.981 -5.756 -2.461
45 H -2.495 -4.879 -2.712
46 C 1.171 4.775 -3.604
47 N 0.621 3.531 -3.120
48 C 0.222 2.559 -3.981
49 O 0.028 2.723 -5.213
50 C -0.001 1.300 -3.174
51 C 0.933 0.189 -3.640
52 C 0.685 -0.269 -5.051
53 C 1.773 -0.420 -5.920
54 C 1.551 -0.763 -7.255
55 C 0.230 -1.007 -7.709
56 C -0.846 -0.868 -6.809
57 C -0.612 -0.543 -5.480
58 N 0.314 1.703 -1.820
59 C -0.017 0.949 -0.710
60 C 0.800 0.614 0.340
61 C 0.259 -0.051 1.666
62 C 0.257 1.098 2.641
63 C -0.923 1.360 3.342
64 C -0.898 2.407 4.238
65 C 0.355 3.044 4.475
66 N 0.448 3.748 5.719
67 O 1.581 4.131 6.082
68 O -0.618 3.879 6.384
69 C 1.540 2.795 3.741
70 C 1.493 1.766 2.819
71 C 0.972 3.016 -1.809
72 C 2.463 2.734 -1.645
73 C 0.471 3.920 -0.666
74 H 0.650 5.036 -4.525
75 H 1.025 5.542 -2.840
76 H 2.252 4.681 -3.802
77 H -1.084 0.939 -3.227
78 H 1.972 0.530 -3.525
79 H 0.832 -0.667 -2.964
80 H 2.781 -0.217 -5.551
81 H 2.378 -0.834 -7.948
82 H 0.049 -1.296 -8.728
83 H -1.872 -1.002 -7.152
84 H -1.436 -0.456 -4.758
85 H -1.153 0.833 -0.701
86 H 1.838 0.954 0.410
87 H -0.771 -0.238 1.387
88 H -1.839 0.767 3.143
89 H -1.785 2.688 4.818
90 H 2.418 3.393 3.949
91 H 2.416 1.451 2.334
92 H 2.803 2.045 -2.423
93 H 2.992 3.688 -1.703
94 H 2.654 2.274 -0.672
95 H -0.596 4.143 -0.787
96 H 0.622 3.446 0.310
97 H 1.048 4.852 -0.712

Results
- Lowest unoccupied orbital energy: -2.17 eV
- HOMO energy: -4.885 eV
- Energy above the lowest of the compared OMol25 structures with the same formula, charge and spin: 4.956 eV
- Gap between HOMO and LUMO: 2.7 eV

Atomic partial charges in e from the Mulliken method, atoms 1 to 6:
1. C -1.08
2. C 0.31
3. C -1.00
4. C -0.36
5. C 3.03
6. B -1.10